(1)
C7H11NO | ωB97M-V/def2-TZVPD

Output
HOMO energy: -0.3471 Ha
2S+1: 1
gap between HOMO and LUMO: 10.155 eV
DFT total energy: -403.0863 hartree
SMILES: C[C@H]1CC[C@H]2CN2C1=O
energy relative to the best compared isomer or geometry (same formula, charge and spin): 155.4 kcal/mol

Atoms and positions in Å:
C 1.1549 1.4241 1.6889
C 1.0367 0.9038 0.1726
C 1.6488 -0.4056 -0.1149
C 0.5882 -1.4000 0.0443
C -0.3066 -1.2869 -1.1937
C -1.9258 -1.0242 -1.1858
C -0.5317 0.6659 0.1354
H 2.3277 1.3672 1.6999
H 0.6420 2.5658 1.6981
H 0.3910 0.8460 2.3397
H 1.4090 1.5634 -0.7149
H 1.9774 -0.6923 -1.0925
H 2.3702 -0.4356 0.7616
H 0.3889 -1.5954 1.0733
H 1.2125 -2.2154 -0.4408
H 0.0905 -1.4535 -2.0717
H -2.0787 -1.0063 -2.4299
H -2.8147 -1.3109 -0.3645
N -1.0558 0.1557 -1.0772
O -1.0641 1.0018 1.2252

natural (NBO) atomic charge list, values in e, 4 entries: atom 1 (C): -0.65, atom 2 (C): -0.32, atom 3 (C): -0.41, atom 4 (C): -0.47

=====

(2)
C7H11NO | ωB97M-V/def2-TZVPD

Output
HOMO energy: -0.3324 Ha
2S+1: 1
gap between HOMO and LUMO: 9.699 eV
DFT total energy: -403.2411 hartree
SMILES: C=C1CO[C@@H](C)N=C1C
energy relative to the best compared isomer or geometry (same formula, charge and spin): 58.3 kcal/mol

Atoms and positions in Å:
C 1.5494 -0.8985 0.2223
C -2.0252 -1.8233 0.5134
C 0.1618 2.5272 0.6569
C 0.9506 0.3871 -1.7817
C -0.8173 -0.9905 0.1651
C 0.1411 1.0627 0.4004
C 1.1687 0.4025 -0.4388
O 0.3549 -1.6535 0.5486
N -0.8627 0.3304 0.7137
H 2.1662 -1.5214 -0.4360
H 2.0898 -0.7211 1.1594
H -2.0689 -1.9618 1.5923
H -2.9284 -1.3032 0.2082
H -1.9462 -2.8064 0.0553
H 1.0281 2.7758 1.2711
H 0.2635 3.0705 -0.2832
H -0.7479 2.8325 1.1676
H 0.5908 1.2783 -2.2763
H 1.5974 -0.1980 -2.4193
H -0.6656 -0.7894 -1.0389

natural (NBO) atomic charge list, values in e, 4 entries: atom 1 (C): -0.10, atom 2 (C): -0.62, atom 3 (C): -0.65, atom 4 (C): -0.35

=====

(3)
C7H11NO | ωB97M-V/def2-TZVPD

Output
HOMO energy: -0.3416 Ha
2S+1: 1
gap between HOMO and LUMO: 10.091 eV
DFT total energy: -403.2131 hartree
SMILES: C=C(C)[C@H]1CC(=O)N1C
energy relative to the best compared isomer or geometry (same formula, charge and spin): 75.9 kcal/mol

Atoms and positions in Å:
C 0.5716 -2.1132 0.4017
C -0.6413 -0.0882 -0.5500
C -0.0437 0.3844 -1.9290
C 1.0874 -0.5378 -1.6205
C -0.6867 0.8592 0.6154
C 0.5796 1.6071 1.0471
C -1.7944 0.9088 1.3329
H -0.1982 -2.8201 0.1118
H 0.4546 -2.0492 1.5487
H 1.7021 -2.4133 0.3219
H -1.6244 -0.8225 -0.4350
H 0.5881 1.3622 -1.9220
H -0.5837 0.1621 -2.8333
H 0.4325 2.4101 1.8519
H 1.4633 1.0220 1.4545
H 0.8540 2.3002 0.2776
H -2.2381 1.4778 2.1012
H -2.5646 0.2706 0.7263
N 0.5800 -0.8315 -0.3681
O 2.0619 -1.0888 -2.1329

natural (NBO) atomic charge list, values in e, 4 entries: atom 1 (C): -0.44, atom 2 (C): -0.06, atom 3 (C): -0.51, atom 4 (C): 0.69

=====

(4)
C7H11NO | ωB97M-V/def2-TZVPD

Output
HOMO energy (alpha / beta): -0.2672 / -0.4247 Ha
2S+1: 3
gap between HOMO and LUMO (alpha / beta): 7.760 / 9.690 eV
DFT total energy: -403.1303 hartree
energy relative to the best compared isomer or geometry (same formula, charge and spin): 0.0 kcal/mol

Atoms and positions in Å:
C 2.1958 -1.1207 0.7334
C -0.0038 -1.4810 2.7185
C -1.4600 -0.4438 -0.0519
C 0.4519 -0.0187 -1.6602
C 0.2943 1.2120 0.4425
C 0.8388 -1.2696 0.4432
C 0.0032 -0.1509 -0.1756
N 3.2846 -1.0908 1.1035
O -0.0699 -0.4985 3.4338
H 0.1286 -2.5257 2.8719
H -1.7353 -0.3404 0.9201
H -1.7637 -1.5066 -0.5286
H -2.0245 0.4301 -0.5418
H -0.2413 0.5769 -2.2111
H 0.4824 -0.9930 -2.1159
H 1.3791 0.4947 -1.7736
H -0.2828 1.1324 1.3652
H -0.1296 1.9347 -0.2164
H 1.2851 1.5186 0.7649
H 0.5573 -2.3347 0.1968

natural (NBO) atomic charge list, values in e, 4 entries: atom 1 (C): 0.18, atom 2 (C): 0.31, atom 3 (C): -0.59, atom 4 (C): -0.59

=====

(5)
C7H11NO2 | ωB97M-V/def2-TZVPD

Output
HOMO energy: -0.2920 Ha
2S+1: 1
gap between HOMO and LUMO: 8.594 eV
DFT total energy: -478.4100 hartree
SMILES: [H]/N=C1/C[C@]1(C)[C@@](C)(O)C=O
energy relative to the best compared isomer or geometry (same formula, charge and spin): 117.2 kcal/mol

Atoms and positions in Å:
C -1.4052 0.5947 0.8845
C 0.9812 -1.5649 0.9345
C -1.3275 -0.5985 -1.3291
C 0.8594 -0.3072 0.0788
C -0.8300 1.6506 0.0853
C -0.5879 0.1054 -0.2123
C 1.6114 0.8781 0.8024
O 1.6057 -0.5149 -1.1183
N -0.4533 2.1637 -1.0274
O 1.6140 1.0616 2.0163
H 1.1594 -1.1888 -1.6559
H -0.3852 3.1823 -0.9209
H 2.1895 1.5321 0.1248
H -1.0523 0.5293 1.9088
H -2.4837 0.4918 0.8258
H 2.0063 -1.6807 1.3063
H 0.3166 -1.5349 1.8024
H 0.7540 -2.4633 0.3500
H -0.7373 -0.6284 -2.2489
H -2.2642 -0.0826 -1.5698
H -1.5707 -1.6252 -1.0375

natural (NBO) atomic charge list, values in e, 4 entries: atom 1 (C): -0.43, atom 2 (C): -0.62, atom 3 (C): -0.62, atom 4 (C): 0.15

=====

(6)
C7H11NO2S2 | ωB97M-V/def2-TZVPD

Output
HOMO energy: -0.3102 Ha
2S+1: 1
gap between HOMO and LUMO: 8.682 eV
DFT total energy: -1274.8956 hartree
SMILES: O=C(O)[C@H]1CCCCN1C(=S)S
energy relative to the best compared isomer or geometry (same formula, charge and spin): 41.3 kcal/mol

Atoms and positions in Å:
C -1.2079 -1.8956 0.4782
C -0.4727 -0.8832 -0.4701
C -1.5023 0.2486 -0.6466
C -0.8404 1.5537 -0.9905
C 0.1597 2.0897 0.0161
C 0.6905 0.8815 0.8717
C 1.9126 -0.9783 -0.2265
H -1.6590 -2.3930 2.2943
H -0.3282 -1.3585 -1.4240
H -2.2078 0.4476 0.2053
H -2.0689 -0.0415 -1.6682
H -1.5814 2.3621 -1.0977
H -0.2294 1.4704 -1.8263
H -0.3606 2.8341 0.6935
H 0.9734 2.5389 -0.4814
H 1.5903 0.9929 1.4903
H -0.3102 0.6166 1.4649
H 4.1482 -1.2788 0.1026
N 0.8251 -0.2822 -0.0144
O -0.7672 -1.9447 1.7197
O -2.1900 -2.4288 0.0089
S 3.4152 -0.1923 0.6030
S 2.0110 -2.3592 -1.1030

natural (NBO) atomic charge list, values in e, 4 entries: atom 1 (C): 0.80, atom 2 (C): -0.15, atom 3 (C): -0.41, atom 4 (C): -0.42

=====

For reference, molar mass by record: 125.171 125.171 125.171 125.171 141.170 205.304 u.